Entry 1:
Entry from OMol25: a molecular structure, C3H5NiO3 in a non-equilibrium geometry (the ωB97M-V functional and the def2-TZVPD basis).

Its multiplicity is 4. Its total charge is 0. Its expectation value of S² is 3.762. For the HOMO energy (spin up / spin down), the calculation gives -6.6386 / -8.6169 eV. Its calculated total energy is -50371.825 eV. The value obtained for the energy above the lowest of the compared OMol25 structures with the same formula, charge and spin is 2.216 eV.

Structure (XYZ):
```
12
Properties=species:S:1:pos:R:3:lowdin_spin:R:1
C 0.931 0.178 -0.104 0.10
O 1.994 0.611 -0.634 0.32
O 0.078 1.133 0.363 0.02
O 0.202 -0.834 -0.632 0.04
C -1.280 0.705 0.239 0.00
C -1.136 -0.772 -0.138 0.00
H -1.772 1.295 -0.545 0.00
H -1.794 0.858 1.195 0.00
H -1.815 -1.084 -0.937 0.00
H -1.245 -1.443 0.725 0.00
Ni 3.710 0.105 -0.324 2.36
H 2.127 -0.752 0.791 0.16
```

Entry 2:
Entry from OMol25: a molecular structure, C3H5O2 in a non-equilibrium geometry (the ωB97M-V functional and the def2-TZVPD basis).

Its total charge is +1. For the HOMO energy, the calculation gives -15.6981 eV. Its calculated total energy is -7275.329 eV. The value obtained for the energy above the lowest of the compared OMol25 structures with the same formula, charge and spin is 3.393 eV.

Structure (XYZ):
```
10
Properties=species:S:1:pos:R:3:lowdin_charge:R:1
C -0.350 0.018 -0.985 0.10
C 0.530 0.936 -0.312 -0.22
C -0.367 -1.036 1.044 0.18
O 0.429 0.665 1.027 -0.07
O -0.826 -0.909 -0.246 0.09
H -0.589 -0.104 -2.064 0.20
H 1.481 0.876 -0.776 0.15
H 0.240 2.081 -0.502 0.23
H 0.424 -1.881 0.962 0.19
H -0.973 -0.646 1.851 0.15
```

Entry 3:
Entry from OMol25: a molecular structure, C3H5O2P in a non-equilibrium geometry (the ωB97M-V functional and the def2-TZVPD basis).

Its total charge is 0. For the HOMO energy, the calculation gives -9.1840 eV. Its calculated total energy is -16573.939 eV. The value obtained for the energy above the lowest of the compared OMol25 structures with the same formula, charge and spin is 1.836 eV.

Structure (XYZ):
```
11
Properties=species:S:1:pos:R:3:lowdin_charge:R:1
C -0.699 -0.959 -0.682 -0.57
C 0.702 -0.196 -0.555 -0.14
C 0.671 0.458 0.826 -0.26
O -0.934 -1.614 -1.647 0.04
O -0.525 0.091 1.599 -0.50
P -1.809 -0.217 0.659 0.93
H 1.318 -1.030 -0.764 0.10
H 0.807 0.441 -1.422 0.11
H 1.583 0.156 1.514 0.15
H 0.725 1.534 0.710 0.10
H -1.839 1.337 -0.237 0.05
```

Entry 4:
Entry from OMol25: a gas-phase ion, C3H5O2S2 (charge -1) in a non-equilibrium geometry (the ωB97M-V functional and the def2-TZVPD basis).

As for the SMILES: CS[C@H](S)C(=O)[O-]. Its total charge is -1. For the HOMO energy, the calculation gives -4.0489 eV. Its calculated total energy is -28958.655 eV. The value obtained for the energy above the lowest of the compared OMol25 structures with the same formula, charge and spin is 0.757 eV.

Structure (XYZ):
```
12
Properties=species:S:1:pos:R:3:lowdin_charge:R:1
C -1.646 -0.071 0.927 -0.45
S -0.052 -0.614 1.558 0.70
C 1.049 0.065 0.308 -0.92
S 1.063 1.903 0.152 0.58
C 0.866 -0.813 -1.185 -0.80
O 0.336 -0.079 -2.020 -0.11
O 1.217 -1.973 -1.251 -0.03
H -2.490 -0.632 1.371 0.03
H -1.651 -0.265 -0.247 0.08
H -1.726 0.935 0.940 -0.05
H 2.084 -0.320 0.708 0.06
H 0.949 1.865 -1.260 -0.10
```

Entry 5:
Entry from OMol25: a molecular structure, C3H5O2S2 in a non-equilibrium geometry (the ωB97M-V functional and the def2-TZVPD basis).

Its total charge is -1. For the HOMO energy, the calculation gives -4.4547 eV. Its calculated total energy is -28956.420 eV. The value obtained for the energy above the lowest of the compared OMol25 structures with the same formula, charge and spin is 2.992 eV.

Structure (XYZ):
```
12
Properties=species:S:1:pos:R:3:lowdin_charge:R:1
C -0.596 -0.480 -0.285 -0.30
C 0.361 -0.025 0.506 -0.11
C -1.802 -1.405 -0.060 -0.14
O 1.094 2.693 -0.480 -0.51
O 2.612 1.908 1.272 -0.49
S 3.210 0.734 -1.298 0.05
S 1.983 1.588 0.015 0.15
H -0.673 -0.057 -1.362 0.11
H 0.335 -0.288 1.598 0.05
H -2.776 -0.742 -0.165 0.10
H -1.712 -2.215 -0.694 0.02
H -2.037 -1.711 0.953 0.04
```

Entry 6:
Entry from OMol25: 2 unconnected molecules or ions with the total composition C3H5O2S4 in a non-equilibrium geometry (the ωB97M-V functional and the def2-TZVPD basis).

Its total charge is -1. For the HOMO energy (spin up / spin down), the calculation gives -3.3772 / -3.3756 eV. Its calculated total energy is -50627.588 eV. The value obtained for the energy above the lowest of the compared OMol25 structures with the same formula, charge and spin is 1.790 eV.

Structure (XYZ):
```
14
Properties=species:S:1:pos:R:3:lowdin_charge:R:1
C 0.918 1.551 -0.238 -0.72
C -0.687 -0.531 1.228 -1.10
C 0.459 0.518 -1.042 -1.03
O 0.197 2.560 -0.176 -0.05
O 2.125 1.428 0.391 0.03
S -2.303 -0.180 0.779 0.62
S 0.040 -2.106 1.364 0.40
S -1.007 0.521 -2.050 0.64
S 1.601 -0.731 -1.560 0.65
H -0.299 0.186 1.862 -0.04
H -2.366 -1.030 -0.414 -0.07
H 1.092 -1.500 -0.591 -0.25
H -1.240 1.504 -1.164 -0.13
H 2.785 0.900 -0.047 0.04
```